No. 1
The following is a quantum chemistry calculation of a structure of composition C16H27AlBrCl4F9IK2MgN4O6S in a non-equilibrium geometry, from OMol25.

As for the orbital gap: 1.5 eV. The HOMO energy comes out at -9.00 eV. The total charge is +1. As for the spin multiplicity: 1. The calculation puts the energy at -243488.662 eV.

```
73
Properties=species:S:1:pos:R:3:mulliken_charge:R:1
C 0.325 0.562 -2.299 -0.733
C -1.117 0.586 -1.820 0.514
C -2.011 -0.552 -2.357 -0.837
I -1.148 -2.448 -1.932 0.276
N -3.306 -0.415 -1.679 0.354
N -3.766 -1.203 -0.693 -0.171
C -4.948 -0.729 -0.326 0.117
N -5.270 0.332 -1.038 -0.557
C -4.253 0.520 -1.870 0.143
N -4.187 1.546 -2.786 -0.277
H 0.428 0.742 -3.364 0.166
H 0.817 1.403 -1.829 -0.009
H 0.844 -0.344 -2.036 0.204
H -1.571 1.506 -2.175 0.323
H -1.202 0.534 -0.744 0.038
H -2.158 -0.512 -3.446 -0.018
H -3.244 -1.988 -0.321 0.417
H -5.537 -1.144 0.466 0.485
H -3.779 2.426 -2.544 0.236
H -4.633 1.476 -3.678 0.233
Br -1.862 -2.218 -5.036 -0.707
C -2.931 -4.338 4.471 -1.364
C -3.605 -3.940 3.163 -0.458
C -2.654 -3.945 1.968 -0.687
C -1.490 -2.959 2.067 -0.312
C -1.849 -1.489 2.241 -0.433
C -2.642 -0.918 1.091 -0.472
H -2.147 -3.635 4.748 0.288
H -3.656 -4.349 5.283 0.406
H -2.491 -5.337 4.399 0.327
H -4.065 -2.958 3.282 0.272
H -4.417 -4.644 2.954 0.438
H -3.232 -3.741 1.055 0.144
H -2.242 -4.951 1.839 0.492
H -0.882 -3.051 1.149 -0.094
H -0.840 -3.260 2.892 0.405
H -0.922 -0.915 2.351 0.398
H -2.452 -1.308 3.212 0.296
H -2.073 -1.026 0.152 0.043
H -2.847 0.142 1.248 0.119
H -3.605 -1.424 0.984 0.162
F 1.288 3.652 -0.671 -0.168
Al 2.909 4.062 -0.558 0.795
F 3.796 3.194 -1.703 -0.372
F 3.588 3.830 0.903 -0.250
F 2.891 5.707 -1.013 -0.441
Mg 1.099 5.414 -2.286 1.003
F -3.615 -0.875 4.039 -0.693
K -1.502 0.494 -5.057 0.899
C -2.279 7.223 1.871 0.527
F -2.124 8.420 2.418 -0.200
F -2.164 6.297 2.818 -0.204
F -3.501 7.144 1.345 -0.211
S -1.009 6.966 0.573 1.136
O 0.254 7.056 1.262 -0.627
O -1.243 8.008 -0.401 -0.646
O -1.305 5.620 0.063 -0.599
C 3.190 -0.474 0.835 0.098
Cl 4.074 -0.411 2.349 -0.055
Cl 2.335 1.049 0.595 0.015
Cl 4.331 -0.725 -0.519 -0.145
Cl 2.037 -1.783 0.810 -0.011
C 8.310 -2.779 -0.688 -0.405
C 9.288 -2.611 -1.836 0.268
O 8.436 -2.122 -2.873 -0.316
C 7.416 -1.468 -2.297 0.681
O 6.672 -0.732 -2.870 -0.518
O 7.346 -1.744 -0.978 -0.275
F 9.834 -3.777 -2.217 -0.262
H 7.819 -3.750 -0.720 0.298
H 8.758 -2.631 0.290 0.276
H 10.083 -1.886 -1.658 0.284
K 5.609 1.601 -0.867 0.953
```

=====

No. 2
The following is a quantum chemistry calculation of a structure of composition C16H27AsAuF5NSeSi3 in a non-equilibrium geometry, from OMol25.

As for the orbital gap: 6.3 eV. The HOMO energy comes out at -4.10 eV. The total charge is -1. As for the spin multiplicity: 1. The calculation puts the energy at -185622.428 eV.

```
55
Properties=species:S:1:pos:R:3:mulliken_charge:R:1
Au 1.164 -0.098 -3.001 0.157
N 2.543 -2.969 -2.803 -0.673
C 2.045 -1.929 -2.902 -0.184
Se -1.371 -1.406 -2.166 -0.464
C -3.123 -2.532 0.900 -0.984
Si -2.326 -0.868 1.195 0.264
C -3.378 0.499 0.477 -0.984
C -2.209 -0.627 3.056 -1.039
As -0.287 -0.771 -0.004 0.052
Si 0.864 1.100 0.880 0.312
C 2.586 1.115 0.166 -0.896
C -0.077 2.621 0.317 -1.004
C 0.993 1.140 2.750 -1.109
Si 0.867 -2.715 0.732 0.499
C 0.578 -3.030 2.566 -1.018
C 0.227 -4.154 -0.252 -1.017
C 2.699 -2.499 0.469 -1.013
H -4.169 -2.497 1.214 0.395
H -2.621 -3.321 1.464 0.258
H -3.083 -2.793 -0.157 0.269
H -4.406 0.435 0.839 0.388
H -3.383 0.420 -0.611 0.219
H -2.983 1.483 0.738 0.258
H -3.210 -0.754 3.474 0.386
H -1.858 0.367 3.326 0.289
H -1.550 -1.355 3.527 0.265
H 2.600 0.748 -0.860 0.128
H 3.270 0.502 0.753 0.401
H 2.961 2.141 0.159 0.406
H -0.516 2.470 -0.671 0.131
H 0.598 3.476 0.257 0.354
H -0.883 2.870 1.009 0.418
H 1.267 0.175 3.176 0.253
H 0.059 1.455 3.212 0.328
H 1.767 1.861 3.016 0.397
H -0.451 -3.326 2.769 0.240
H 0.803 -2.155 3.177 0.207
H 1.233 -3.843 2.885 0.385
H -0.861 -4.217 -0.219 0.281
H 0.651 -5.083 0.136 0.354
H 0.519 -4.037 -1.296 0.285
H 3.128 -1.773 1.162 0.264
H 2.913 -2.188 -0.551 0.274
H 3.189 -3.462 0.632 0.367
F -1.619 1.593 -3.797 -0.351
C -0.610 2.423 -3.468 0.915
C 0.639 1.922 -3.141 -1.128
C 1.585 2.898 -2.860 0.928
F 2.854 2.558 -2.531 -0.387
C 1.328 4.261 -2.873 0.048
F 2.289 5.161 -2.577 -0.341
C 0.057 4.704 -3.187 0.818
F -0.223 6.023 -3.203 -0.347
C -0.921 3.776 -3.492 0.077
F -2.158 4.204 -3.811 -0.332
```

=====

No. 3
The following is a quantum chemistry calculation of a cluster of 6 separate species, C16H27Br10N3 in total in a non-equilibrium geometry, from OMol25.

As for the orbital gap: 9.5 eV. The HOMO energy comes out at -9.54 eV. As for the SMILES: [H]/N=C\C[C@H](C#N)CC#N.BrCCBr.BrCCBr.BrCCBr.BrCCBr.BrCCBr. The total charge is 0. As for the spin multiplicity: 1. The calculation puts the energy at -721924.770 eV.

```
56
Properties=species:S:1:pos:R:3:mulliken_charge:R:1
N -1.278 -3.318 3.124 -0.405
C -2.016 -3.632 2.314 0.125
C -3.040 -3.988 1.302 -0.580
C -4.006 -2.793 1.047 0.337
C -3.321 -1.777 0.202 -0.193
N -2.825 -0.996 -0.465 -0.369
C -5.295 -3.274 0.340 -0.803
C -6.348 -3.853 1.275 -0.006
N -6.608 -3.513 2.469 -0.646
H -2.516 -4.239 0.367 0.353
H -3.591 -4.871 1.649 0.411
H -4.218 -2.295 2.002 0.294
H -5.736 -2.453 -0.241 0.423
H -5.015 -4.045 -0.394 0.358
H -6.964 -4.656 0.842 0.369
H -5.999 -2.758 2.793 0.272
Br 1.951 1.769 -1.913 -0.145
C 0.411 1.106 -0.925 -0.326
C -0.874 1.583 -1.546 -0.378
Br -1.197 3.471 -1.192 -0.176
H 0.531 1.432 0.105 0.151
H 0.473 0.021 -0.968 0.313
H -1.726 1.051 -1.132 0.164
H -0.867 1.473 -2.626 0.468
Br 3.506 2.105 2.032 -0.090
C 2.618 3.803 1.714 -0.409
C 1.788 4.211 2.904 -0.615
Br 0.187 3.121 3.086 -0.166
H 2.025 3.678 0.812 0.186
H 3.403 4.534 1.533 0.343
H 1.440 5.236 2.796 0.374
H 2.333 4.104 3.836 0.378
Br 1.823 6.036 -3.213 -0.123
C 0.004 5.853 -3.871 -0.551
C -0.334 6.902 -4.897 -0.544
Br -0.609 8.650 -4.090 -0.148
H -0.646 5.898 -3.005 0.278
H -0.052 4.860 -4.311 0.339
H -1.269 6.656 -5.394 0.366
H 0.452 7.023 -5.636 0.369
Br 2.645 -1.312 1.095 -0.097
C 1.930 -2.181 2.683 -0.250
C 2.242 -1.399 3.931 -0.525
Br 4.108 -1.579 4.453 -0.150
H 2.337 -3.187 2.706 0.407
H 0.854 -2.229 2.536 -0.009
H 1.659 -1.775 4.768 0.392
H 2.060 -0.336 3.803 0.242
Br 6.464 -3.193 -3.250 -0.138
C 5.089 -3.771 -2.002 -0.532
C 3.703 -3.534 -2.542 -0.617
Br 3.218 -1.655 -2.486 -0.091
H 5.263 -3.232 -1.076 0.309
H 5.261 -4.833 -1.846 0.360
H 2.970 -4.048 -1.924 0.300
H 3.602 -3.855 -3.574 0.400
```

=====

No. 4
The following is a quantum chemistry calculation of an isolated molecule of C16H27ClNO2P, from OMol25.

As for the orbital gap: 8.7 eV. The HOMO energy comes out at -8.04 eV. As for the SMILES: C[C@H](Cl)C[PH](CCO)(CCCN)CC(=O)c1ccccc1. The total charge is 0. As for the spin multiplicity: 1. The calculation puts the energy at -44424.548 eV.

```
48
Properties=species:S:1:pos:R:3:mulliken_charge:R:1
C 2.323 1.249 2.986 -1.470
C 1.171 1.455 2.013 0.377
Cl -0.310 0.732 2.763 -0.177
C 1.449 0.861 0.642 -1.573
P -0.032 0.526 -0.576 0.893
C -0.715 2.237 -0.391 -0.896
C 0.274 3.351 -0.758 -0.819
O 0.454 4.325 0.265 -0.573
C 1.124 0.201 -1.974 -1.251
C 1.730 -1.230 -1.924 -0.594
C 3.263 -1.286 -1.860 -0.896
N 3.756 -1.382 -0.478 -0.485
C -1.557 -0.009 -1.720 -1.494
C -2.880 -0.118 -1.049 0.050
O -3.803 0.650 -1.258 -0.626
C -3.034 -1.226 -0.040 0.262
C -3.219 -0.893 1.299 -0.150
C -3.343 -1.892 2.254 -0.663
C -3.301 -3.226 1.877 -0.407
C -3.133 -3.562 0.539 -0.634
C -2.991 -2.567 -0.415 -0.054
H 3.263 1.513 2.500 0.360
H 2.367 0.198 3.279 0.359
H 2.188 1.844 3.888 0.392
H 0.961 2.521 1.923 0.350
H 1.925 -0.115 0.785 0.587
H 2.215 1.500 0.192 0.557
H -0.353 -0.569 0.252 -0.001
H -1.046 2.371 0.641 0.541
H -1.606 2.320 -1.014 0.692
H -0.070 3.842 -1.674 0.406
H 1.271 2.964 -0.958 0.209
H -0.418 4.626 0.540 0.361
H 1.914 0.953 -1.982 0.634
H 0.566 0.313 -2.902 0.622
H 1.406 -1.760 -2.820 0.433
H 1.356 -1.775 -1.055 0.359
H 3.690 -0.397 -2.329 0.409
H 3.602 -2.138 -2.456 0.341
H 3.996 -2.339 -0.257 0.204
H 4.604 -0.844 -0.359 0.210
H -1.300 -1.002 -2.114 0.534
H -1.656 0.677 -2.566 0.569
H -3.265 0.148 1.592 0.467
H -3.474 -1.616 3.292 0.401
H -3.402 -4.000 2.627 0.386
H -3.109 -4.601 0.237 0.379
H -2.855 -2.831 -1.457 0.418
```